Version one
# C6H16NO

2 unconnected molecules or ions with the total composition C6H16NO (ωB97M-V/def2-TZVPD, the Open Molecules 2025 dataset).

Results
gap between HOMO and LUMO: 4.332 eV
LUMO energy: -0.289 Ha
HOMO: -12.20 eV

```
! RIJCOSX wB97M-V def2-TZVPD def2/J DEFGRID3
* xyz 1 1
C 1.3222 1.3582 -0.7919
O 2.2755 0.2562 -0.7037
C -0.1174 0.8648 -0.7167
C -0.4740 -0.3765 0.0912
C -1.5225 -0.1378 1.1340
C -2.8328 0.3952 0.4747
C -3.5646 -0.8180 -0.2820
N 5.0212 -0.7217 0.4266
H 1.6663 2.0831 0.0142
H 1.6710 1.8318 -1.6921
H 1.9473 -0.5508 -1.1360
H -0.6784 1.1273 -1.6632
H -0.8439 -1.1936 -0.5779
H 0.3902 -0.8572 0.6819
H -1.6548 -1.0425 1.7021
H -1.0811 0.6362 1.7852
H -2.3557 1.1721 -0.1641
H -3.4639 0.8923 1.1930
H -3.6163 -1.7077 0.4165
H -2.9195 -1.1768 -1.1153
H -4.5366 -0.6667 -0.6553
H 4.9502 -0.5516 1.4346
H 4.4539 -0.0516 -0.0164
H 5.9636 -0.7648 0.1606
*
```

=====

Version two
# C6H16NO

A gas-phase ion, C6H16NO (charge +1) (ωB97M-V/def2-TZVPD, the Open Molecules 2025 dataset).

Results
gap between HOMO and LUMO: 11.335 eV
LUMO energy: -0.120 Ha
HOMO: -14.61 eV

```
! RIJCOSX wB97M-V def2-TZVPD def2/J DEFGRID3
* xyz 1 1
C 0.5598 2.6660 -1.5190
C 0.9674 1.5310 -0.6467
C -0.1425 0.4063 -0.7459
C 0.2721 -0.3989 -1.9531
C -0.1972 -0.3300 0.6052
N 0.9391 -1.2659 0.8007
C -1.5064 -1.0311 1.0639
O -1.1857 -1.5233 2.3516
H 1.2976 3.4538 -1.6530
H -0.2278 3.3405 -1.0616
H 0.2417 2.3667 -2.5206
H 1.0675 1.7864 0.4112
H 1.9678 1.1724 -0.9447
H -1.1348 0.8750 -0.8169
H 1.1156 0.0002 -2.5319
H 0.8758 -1.2908 -1.7707
H -0.4458 -0.6787 -2.7391
H 0.0868 0.4467 1.3128
H 0.7490 -1.9133 1.5776
H 1.6967 -0.6752 1.1422
H 1.2939 -1.7247 -0.0659
H -2.3385 -0.3308 1.0263
H -1.8043 -1.8484 0.3818
H -1.5106 -0.8992 3.0116
*
```

=====

Version three
# C6H16NO

2 unconnected molecules or ions with the total composition C6H16NO (ωB97M-V/def2-TZVPD, the Open Molecules 2025 dataset).

Results
gap between HOMO and LUMO: 5.154 eV
LUMO energy: -0.260 Ha
HOMO: -12.24 eV

```
! RIJCOSX wB97M-V def2-TZVPD def2/J DEFGRID3
* xyz 1 1
C 1.0916 -1.2124 -0.5909
O 1.5381 0.0214 -0.0547
C -0.2903 -1.5113 -0.2544
C -1.4088 -0.6393 -0.4584
C -1.2590 0.3491 -1.6014
C -1.7744 0.0432 0.9370
C -3.1193 0.7308 0.9250
N 4.2744 1.4454 0.7571
H 1.7375 -2.0103 -0.1917
H 1.3048 -1.1876 -1.6655
H 1.1311 0.2443 0.7922
H -0.5640 -2.5499 -0.0569
H -2.2454 -1.3348 -0.6164
H -2.1345 1.0004 -1.5800
H -0.3683 0.9701 -1.5282
H -1.2503 -0.1497 -2.5695
H -1.6221 -0.6908 1.7287
H -1.0018 0.8011 1.0964
H -3.4220 1.0063 1.9309
H -3.9122 0.1053 0.5133
H -3.0806 1.6287 0.3183
H 5.1301 1.9730 0.6826
H 3.4655 2.0285 0.6201
H 4.2424 0.9644 1.6431
*
```

=====

Winner for stability: version two

=====

Version one
# C4H2ClO2

A gas-phase ion, C4H2ClO2 (charge -1) (ωB97M-V/def2-TZVPD, the Open Molecules 2025 dataset).

Results
gap between HOMO and LUMO: 6.787 eV
LUMO energy: 0.138 Ha
HOMO: -3.04 eV

```
! RIJCOSX wB97M-V def2-TZVPD def2/J DEFGRID3
* xyz -1 1
C 1.0602 -0.8142 -0.1133
C 0.1481 0.9406 -0.8564
C -0.0179 -0.7414 0.7421
C -0.8366 0.4430 0.1149
O 0.3657 1.9480 -1.4462
O -0.4242 -1.4398 1.7092
Cl 2.5468 -1.6362 -0.6517
H -1.1716 1.1323 0.8546
H -1.6706 0.1677 -0.3533
*
```

=====

Version two
# C4H2ClO2

A gas-phase ion, C4H2ClO2 (charge -1) (ωB97M-V/def2-TZVPD, the Open Molecules 2025 dataset).

Results
gap between HOMO and LUMO: 7.504 eV
LUMO energy: 0.142 Ha
HOMO: -3.63 eV

```
! RIJCOSX wB97M-V def2-TZVPD def2/J DEFGRID3
* xyz -1 1
O -1.3891 -0.8075 0.9326
C -1.4164 0.3706 0.7544
C -1.2906 1.5641 0.3192
C 0.5061 1.5591 0.2114
C 1.4965 0.8621 -0.4633
O 1.7725 0.0837 -1.3421
Cl 3.0698 1.7938 0.1039
H -1.8992 2.4527 0.0669
H 0.8694 1.8744 1.1998
*
```

=====

Winner for stability: version two

=====

Version one
# C24H48O8

A molecular structure, C24H48O8 (ωB97M-V/def2-TZVPD, the Open Molecules 2025 dataset).

Results
gap between HOMO and LUMO: 7.267 eV
LUMO energy: 0.015 Ha
HOMO: -6.87 eV

```
! RIJCOSX wB97M-V def2-TZVPD def2/J DEFGRID3
* xyz 0 1
C -5.1813 22.7160 -6.7312
C -4.6409 22.1069 -5.3470
O -4.0448 20.8307 -5.6537
C -2.9174 20.5872 -6.4680
O -2.1784 21.4473 -7.0603
O -3.0724 19.3440 -6.9433
C -2.1132 18.6959 -7.8184
H -5.7799 21.9763 -7.2628
H -4.3020 22.8807 -7.3540
H -5.7974 23.6141 -6.6868
H -5.4668 21.9787 -4.6474
H -3.9012 22.7043 -4.8141
H -2.5834 17.8478 -8.3160
H -1.2923 18.2292 -7.2739
H -1.6921 19.4356 -8.4994
C -9.8308 21.2972 -3.3368
C -8.8591 20.2626 -2.8818
C -8.7240 19.2813 -4.0738
O -9.8663 19.6172 -4.8154
C -10.2066 20.9996 -4.7249
H -9.4088 22.3018 -3.3103
H -10.6741 21.3066 -2.6462
H -9.3386 19.6068 -2.1551
H -7.9223 20.6869 -2.5206
H -8.5492 18.2254 -3.8674
H -7.9209 19.5169 -4.7721
H -11.2793 21.0543 -4.9104
H -9.6725 21.6428 -5.4243
C -8.0098 21.2137 -9.2966
C -7.0270 21.9281 -8.4679
C -5.6426 21.5144 -9.0329
O -6.0708 20.9994 -10.3678
C -7.3811 21.2603 -10.6850
H -9.0293 21.5983 -9.2705
H -8.0325 20.1515 -9.0531
H -7.1116 21.6803 -7.4098
H -7.0235 23.0161 -8.5347
H -5.2649 20.7607 -8.3420
H -4.9328 22.3401 -9.0830
H -7.9193 20.6148 -11.3790
H -7.4445 22.2959 -11.0191
C -5.9233 17.9957 -5.4659
C -5.1193 17.8243 -6.7443
C -5.8241 18.6296 -7.7692
O -6.8094 19.3319 -7.0787
C -6.5174 19.4068 -5.6921
H -5.3161 17.8408 -4.5740
H -6.7572 17.2944 -5.4392
H -5.0185 16.8310 -7.1817
H -4.0808 18.1283 -6.6127
H -6.3740 18.0343 -8.4980
H -5.1528 19.4141 -8.1185
H -7.4741 19.5171 -5.1815
H -5.8946 20.2743 -5.4739
C -5.9808 15.2060 -2.9794
C -4.6437 16.0513 -3.1352
C -4.0292 15.5408 -4.4447
O -5.2139 15.3395 -5.2894
C -6.3734 15.3418 -4.5150
H -6.7704 15.4298 -2.2620
H -5.7869 14.1723 -2.6929
H -3.8294 15.9230 -2.4220
H -4.9632 17.0839 -3.2756
H -3.6088 14.5456 -4.2998
H -3.3129 16.1758 -4.9660
H -7.0866 14.5613 -4.7801
H -7.0221 16.2121 -4.6149
C -6.5160 19.0489 -1.4750
C -6.2187 17.6509 -2.0192
C -6.9329 17.7174 -3.3482
O -6.9951 19.1356 -3.6276
C -6.3375 19.9236 -2.6382
H -5.6955 19.1351 -0.7627
H -7.4501 19.0292 -0.9136
H -6.6690 16.8577 -1.4225
H -5.1672 17.4445 -2.2191
H -7.9683 17.3795 -3.3052
H -6.3751 17.1763 -4.1125
H -6.8570 20.8684 -2.4785
H -5.3116 20.0282 -2.9915
*
```

=====

Version two
# C24H48O8

8 unconnected molecules or ions with the total composition C24H48O8 (ωB97M-V/def2-TZVPD, the Open Molecules 2025 dataset).

Results
gap between HOMO and LUMO: 9.347 eV
LUMO energy: 0.005 Ha
HOMO: -9.21 eV

```
! RIJCOSX wB97M-V def2-TZVPD def2/J DEFGRID3
* xyz 0 1
C 3.5053 0.8285 -1.6494
C 2.5952 1.4041 -2.7120
C 3.2521 2.1666 -3.8303
O 1.3940 1.3052 -2.6382
H 3.5539 -0.2366 -1.8729
H 3.0451 0.9935 -0.6737
H 4.4378 1.3886 -1.6127
H 2.5218 2.4304 -4.5943
H 4.0210 1.5741 -4.3299
H 3.6894 3.0825 -3.4299
C -0.4826 2.5602 3.1171
C 0.6698 3.4491 3.5882
C 0.9487 4.7084 2.8344
O 1.2596 3.1559 4.5913
H -0.0552 1.5635 3.1552
H -0.8686 2.8456 2.1374
H -1.3575 2.6730 3.7580
H 0.0225 5.2284 2.5978
H 1.5925 4.5153 1.9733
H 1.5518 5.3750 3.4553
C -0.4876 -1.6416 2.3783
C -0.9227 -1.0737 1.0384
C -0.1890 0.1590 0.5260
O -1.9913 -1.3695 0.5592
H -0.4608 -0.7600 3.0303
H 0.5291 -2.0304 2.3805
H -1.1854 -2.3224 2.8544
H 0.4374 -0.1814 -0.3075
H 0.4723 0.6259 1.2492
H -0.9017 0.8717 0.1209
C 5.1918 -2.2480 0.2380
C 4.0160 -3.1007 0.6388
C 2.6973 -2.8815 -0.0187
O 4.1460 -3.9263 1.5151
H 6.1567 -2.6811 0.4957
H 5.0930 -1.4131 0.9475
H 5.2412 -1.8839 -0.7847
H 2.3273 -1.9148 0.3384
H 2.0196 -3.6331 0.3915
H 2.6957 -3.0006 -1.0997
C -7.5201 -1.8299 -2.3548
C -6.0300 -1.6356 -2.1978
C -5.4151 -1.6850 -0.8339
O -5.3544 -1.3902 -3.1667
H -7.6226 -2.5745 -3.1503
H -7.9849 -0.9037 -2.6790
H -7.9903 -2.2919 -1.4886
H -5.7730 -2.5218 -0.2357
H -5.7028 -0.7734 -0.2965
H -4.3296 -1.6404 -0.8932
C -0.7724 4.6579 -0.7291
C -2.1351 4.4763 -1.3911
C -2.3281 3.1739 -2.1264
O -2.9774 5.3302 -1.3172
H -0.1593 3.7652 -0.8434
H -0.9325 4.8048 0.3427
H -0.2946 5.5661 -1.0918
H -3.3146 3.1821 -2.6004
H -2.2935 2.3068 -1.4680
H -1.6465 3.0197 -2.9643
C -2.1133 -0.0513 -3.2257
C -1.5663 -0.6520 -4.4977
C -1.3116 -2.1212 -4.4811
O -1.2395 0.0655 -5.4223
H -2.9232 -0.6753 -2.8399
H -2.5413 0.9220 -3.4443
H -1.3556 0.0940 -2.4542
H -0.5253 -2.3717 -3.7671
H -1.0266 -2.5129 -5.4592
H -2.2018 -2.6971 -4.2128
C 3.0920 -2.1507 4.1460
C 2.1412 -2.8019 5.1581
C 2.6987 -3.9150 6.0335
O 1.0329 -2.3609 5.3188
H 3.9341 -2.7725 3.8651
H 3.3263 -1.1322 4.4560
H 2.4393 -1.9770 3.2848
H 3.7581 -3.7091 6.1908
H 2.6509 -4.8798 5.5257
H 2.1260 -3.9436 6.9551
*
```

=====

Winner for stability: version two